(1)
17
Properties=species:S:1:pos:R:3:mulliken_charge:R:1 method="wB97M-V/def2-TZVPD" gap_ev=9.436 smiles="C[C@H]1[NH2+]NC(=S)N1N" spin_multiplicity=1 charge=+1 homo_ev=-13.099
H 2.7204 -0.4432 -0.8536 0.27
H -0.1122 1.6564 -1.4191 0.41
C 0.0475 0.7131 0.3885 -0.02
N -0.8935 -1.4459 0.7951 -0.34
H 1.5583 -0.0666 -2.0235 0.24
C 0.1090 -1.6936 -0.1684 0.16
H -0.4521 -0.0059 2.2561 0.38
S 0.4512 -2.9378 -1.0635 -0.23
H -0.9989 2.4601 -0.2370 0.46
H 0.6469 1.3525 0.9067 0.43
C -0.7684 1.5639 -0.6297 -1.39
H -1.7108 1.0950 -0.9305 0.39
N 0.9563 -0.2858 -0.1302 0.18
H -1.6993 0.2218 1.4644 0.30
N -0.8105 -0.1042 1.3153 0.13
H -0.9109 -2.1898 1.4410 0.29
N 1.8671 0.1101 -1.1114 -0.66



(2)
17
Properties=species:S:1:pos:R:3:mulliken_charge:R:1 method="wB97M-V/def2-TZVPD" gap_ev=7.514 smiles="NN1C=CNN(N)C1" spin_multiplicity=1 homo_ev=-6.632
N 0.0602 0.3230 -1.3220 0.18
H -0.0434 1.7250 0.2088 0.48
C 1.8701 -0.1963 0.1979 -0.75
N -0.9295 0.2657 2.2100 -0.63
C 1.2689 -0.3286 -1.0157 -0.05
N -0.7490 -0.4608 -2.1872 -0.71
H 0.9117 -1.5150 1.5495 0.25
C -0.5675 0.8180 -0.1242 -0.63
H -1.2686 -1.1714 -1.6699 0.26
H -1.4056 0.1508 -2.6619 0.25
H -0.5420 1.1969 2.3914 0.25
N -0.5182 -0.2235 0.9411 -0.03
H -1.6161 1.0564 -0.3208 0.35
H -1.9397 0.2967 2.2214 0.26
H 1.7872 -0.6893 -1.8929 0.42
H 2.8401 -0.6295 0.3886 0.34
N 0.8416 -0.6181 1.0856 -0.24



(3)
17
Properties=species:S:1:pos:R:3:mulliken_spin:R:1 method="wB97M-V/def2-TZVPD" gap_ev="5.521 / 7.761" spin_multiplicity=3 s2=2.007 homo_ev="-4.627 / -8.871"
N -1.9636 -1.1253 -1.6537 0.40
C 1.8747 1.3587 1.3320 0.00
H -2.7384 -1.4867 -2.1925 -0.01
H -0.2331 -2.3813 -1.5246 0.06
N 0.9081 0.2733 1.5354 0.03
H 2.1637 1.2948 0.2215 0.01
H -0.3324 -1.3116 -2.8800 0.04
H -0.4710 1.6295 2.0788 0.00
C -0.2723 0.5818 1.9471 0.00
N -2.0942 -0.1919 -0.7733 0.59
H 2.8962 1.0681 1.6912 0.00
H 1.7005 2.3541 1.8128 0.00
H 0.9480 -0.3948 -0.5537 0.02
N -1.0438 0.2835 -0.3921 0.61
N 0.0248 -0.2621 -1.1358 0.27
C -0.5359 -1.4046 -1.8506 -0.02
H -0.8313 -0.2853 2.3376 0.01



(4)
19
Properties=species:S:1:pos:R:3:mulliken_charge:R:1 method="wB97M-V/def2-TZVPD" gap_ev=9.215 smiles="N/N=C(/N)N(N)CC(=O)O" spin_multiplicity=1 homo_ev=-8.552
N -0.1413 -0.5583 -2.2985 -0.46
H 2.5196 0.3885 0.1261 0.29
C 1.4714 0.6185 -0.2047 -0.58
O 0.3540 1.3939 1.8337 -0.54
H 0.4846 0.4440 1.8946 0.54
H -3.1284 -0.1097 0.7581 0.31
H -0.5903 -1.4502 1.2440 0.36
N 0.5611 -0.5515 -0.1550 0.17
H 1.4209 1.0042 -1.2297 0.33
H -0.8779 -0.7407 -3.0025 0.28
O 1.0855 2.9418 0.3671 -0.57
H -1.6545 0.5432 0.9710 0.12
H 0.6615 -1.2263 -2.4191 0.25
H 1.0211 -1.8874 1.2893 0.22
N -1.8337 -0.6488 -0.6828 -0.54
N -2.1247 -0.3281 0.6552 -0.40
N 0.3836 -1.0744 1.1390 -0.73
C -0.5892 -0.5408 -0.9855 0.36
C 0.9768 1.7820 0.6999 0.60



(5)
14
Properties=species:S:1:pos:R:3:mulliken_spin:R:1 method="wB97M-V/def2-TZVPD" gap_ev="4.786 / 7.080" spin_multiplicity=2 s2=0.754 charge=-1 homo_ev="-0.191 / -2.515"
O 0.7378 2.2807 -0.7928 0.00
H 0.2492 -2.3126 -1.4380 0.02
H -0.9192 1.0380 1.4551 -0.01
H 1.1865 2.2095 -1.6341 0.00
C 0.7560 -1.4024 -1.1247 0.61
C -0.8873 -0.8579 0.5319 0.06
N 0.0448 -0.4433 -0.4813 0.31
H 0.9524 1.3984 -0.3922 -0.01
H 1.8473 -1.3897 -1.1977 0.00
H -1.9458 -0.7481 0.1921 0.05
H -0.7720 -1.9265 0.7322 -0.05
C -0.7850 0.0059 1.7912 0.01
H 0.1752 -0.1414 2.2970 0.01
H -1.5779 -0.1658 2.5305 0.00



(6)
14
Properties=species:S:1:pos:R:3:mulliken_charge:R:1 method="wB97M-V/def2-TZVPD" gap_ev=9.776 smiles="C=NCC.O" spin_multiplicity=1 homo_ev=-9.193
C -0.7021 -0.6055 -1.1079 -0.39
C -1.6705 -0.4766 0.9999 -0.37
H 0.5923 -1.1747 -2.7303 0.34
H -1.4025 -1.4549 -1.2799 0.39
H -1.1736 0.2918 -1.5137 0.27
H 1.2769 0.0146 -1.5932 0.25
O 1.8936 1.8267 1.4760 -0.66
C 0.6951 -0.9026 -1.6878 -0.98
H -2.2749 -1.3935 1.0679 0.27
H 1.0572 -1.7364 -1.0847 0.28
N -0.6343 -0.2275 0.3196 -0.27
H 0.9907 1.5220 1.3265 0.33
H 1.9286 2.5548 0.8364 0.31
H -2.1644 0.2519 1.6543 0.22



(7)
14
Properties=species:S:1:pos:R:3:mulliken_charge:R:1 method="wB97M-V/def2-TZVPD" gap_ev=8.423 smiles="C=C(C)N.O" spin_multiplicity=1 homo_ev=-7.759
H 1.4800 -1.6118 -0.0643 0.24
O -2.1623 -1.5457 0.5660 -0.64
C 1.7934 0.8817 -0.9465 -1.04
N 0.9243 -0.8769 0.3943 -0.53
C 0.8217 0.4336 -0.0545 0.78
H 1.7195 1.8648 -1.2992 0.28
H -1.2453 0.8024 -0.3062 0.21
H 0.0049 -1.2297 0.7084 0.22
H -1.5444 -1.6651 -0.1605 0.29
H 2.6313 0.3390 -1.3648 0.25
C -0.4422 1.2021 0.4029 -1.07
H -2.9523 -1.8652 0.2243 0.29
H -0.6462 1.0056 1.4253 0.33
H -0.3823 2.2653 0.4749 0.40



(8)
14
Properties=species:S:1:pos:R:3:mulliken_charge:R:1 method="wB97M-V/def2-TZVPD" gap_ev=10.562 smiles="C=NCC.O" spin_multiplicity=1 homo_ev=-9.693
H -1.0947 -1.8737 -1.6193 0.30
C -1.3729 1.4521 0.3879 -0.27
C 1.5362 -0.4880 0.1036 -1.08
H 1.2964 -1.4261 -0.4446 0.26
O -0.9804 -1.1294 -2.1943 -0.66
H 1.8581 0.1979 -0.6939 0.28
H 2.4452 -0.7290 0.6639 0.35
H -2.4330 1.6970 0.1862 0.27
H 0.0639 -0.7102 1.7350 0.26
C 0.4016 -0.0210 0.9399 -0.27
H -0.8926 -0.3401 -1.6451 0.37
H -0.6964 2.2810 0.6389 0.26
H 0.7382 0.7873 1.6524 0.34
N -0.8695 0.3022 0.2894 -0.43



(9)
14
Properties=species:S:1:pos:R:3:mulliken_charge:R:1 method="wB97M-V/def2-TZVPD" gap_ev=8.900 smiles="C=C(C)N.O" spin_multiplicity=1 homo_ev=-7.987
H -1.8679 0.7609 -1.9173 0.17
H 1.7907 0.9114 -0.9136 0.38
H -0.5994 1.9395 -1.5603 0.19
H 0.6250 0.0335 2.7903 0.31
C 1.0250 0.6581 -0.1691 -1.26
N -1.0043 1.0250 -1.5018 -0.45
H -1.3275 -1.6418 -1.3111 0.29
H -0.4155 -1.3595 2.4713 0.33
H 1.6007 -0.2516 0.2235 0.28
C -0.2314 0.1276 -0.7670 1.02
C -0.5698 -1.1770 -0.7326 -1.12
H 0.0878 -1.8180 -0.1230 0.21
O -0.0017 -0.6310 2.9039 -0.65
H 0.8884 1.4230 0.6067 0.30



(10)
14
Properties=species:S:1:pos:R:3:mulliken_charge:R:1 method="wB97M-V/def2-TZVPD" gap_ev=10.121 smiles="C=C.NCO" spin_multiplicity=1 homo_ev=-9.161
H 0.8356 -0.9948 3.8591 0.20
C -2.0308 -0.0979 -4.5992 -0.37
O 1.1447 1.5505 2.2443 -0.55
H 1.7631 1.9396 1.6188 0.31
H -1.0655 0.2124 -4.9848 0.23
H -2.8997 0.4279 -4.9683 0.21
N 1.5389 -0.5121 3.3356 -0.43
H -1.4977 -1.7510 -3.2768 0.22
C -2.2242 -1.0794 -3.7400 -0.48
H 2.2775 -0.0719 3.8518 0.18
H 1.8661 -0.1814 1.3179 0.25
H -3.1902 -1.3289 -3.3105 0.19
H 0.1303 -0.1088 1.9039 0.22
C 1.1740 0.0967 2.1096 -0.18



(11)
14
Properties=species:S:1:pos:R:3:mulliken_charge:R:1 method="wB97M-V/def2-TZVPD" gap_ev=9.069 smiles="C=CN.CO" spin_multiplicity=1 homo_ev=-8.203
H -3.3251 -3.3882 1.6625 0.20
N -1.0025 -1.3627 0.3453 -0.49
H 2.9762 3.2811 -0.4194 0.25
H -3.5850 -2.2984 0.2889 0.20
C 2.7116 2.7176 -1.3120 -0.53
H 3.3185 2.8155 -2.2352 0.26
H 3.2425 0.9123 -0.8039 0.30
C -3.0029 -2.4520 1.2025 -0.66
H -1.5325 -1.3829 2.3830 0.26
H 1.7994 3.1641 -1.7049 0.21
O 2.4312 1.3609 -1.0275 -0.49
H -0.5341 -0.4967 0.6060 0.24
H -1.6271 -1.0944 -0.4174 0.23
C -1.8701 -1.7763 1.4320 0.02



(12)
14
Properties=species:S:1:pos:R:3:mulliken_charge:R:1 method="wB97M-V/def2-TZVPD" gap_ev=9.839 smiles=CNCOC spin_multiplicity=1 homo_ev=-8.768
O 0.4374 1.1947 -0.7282 -0.36
H -1.0495 -2.0367 1.5359 0.28
H 0.9218 2.9520 0.2241 0.24
C -0.9912 -2.1532 0.4046 -0.79
H 2.2380 1.8285 0.0437 0.23
H -2.0653 -1.9797 0.1544 0.29
H 0.7423 -1.3351 0.3160 0.21
H -0.8177 0.5274 0.9357 0.32
H -0.6618 -3.1786 0.0921 0.26
H -1.4740 0.3726 -0.7056 0.26
H 0.8773 1.5478 1.1488 0.38
C 1.2050 1.8838 0.2485 -0.64
C -0.4471 0.2679 -0.1195 -0.41
N -0.1157 -1.1781 -0.1601 -0.28



(13)
14
Properties=species:S:1:pos:R:3:mulliken_charge:R:1 method="wB97M-V/def2-TZVPD" gap_ev=3.968 spin_multiplicity=1 homo_ev=-8.050
H -1.1313 3.5813 -1.0071 0.16
H 0.5445 1.0312 1.4681 0.18
H 1.4146 -3.6691 -0.7991 0.28
H 0.4679 3.6710 -1.3213 0.17
O 0.4949 -3.3793 -0.7807 -0.71
H -1.1867 -1.7433 0.9426 0.26
C -0.1286 -1.4340 0.8757 -0.74
H 0.1936 -1.0841 1.8566 0.32
H 0.0739 1.9802 -0.0456 0.30
N -0.2276 3.2303 -0.7423 -0.61
C 0.1977 0.8998 0.4635 -0.63
H 0.2023 -2.4144 0.1339 0.33
H -0.6959 -0.4155 -1.0021 0.36
C -0.2194 -0.2541 -0.0423 0.33



(14)
14
Properties=species:S:1:pos:R:3:mulliken_charge:R:1 method="wB97M-V/def2-TZVPD" gap_ev=6.653 spin_multiplicity=1 homo_ev=-7.519
H 1.2173 0.2543 -1.2235 0.31
C 0.2520 -0.7126 1.1925 -0.20
C -1.5490 -0.1891 -0.2749 -0.22
N -1.0763 -0.8469 0.9757 -0.19
H -1.1187 0.5998 -2.1433 0.26
H 2.5118 0.9716 -1.7605 0.30
H 0.8344 -1.0778 0.3466 0.39
O 2.2079 0.3330 -1.1103 -0.73
H 0.6562 1.2398 0.6780 0.40
H 0.3920 0.4883 0.7111 -0.53
H 0.6025 -1.0198 2.1727 0.34
H -1.5969 -0.4053 1.7200 0.31
H -2.6097 0.0045 -0.1240 0.30
C -0.7235 0.3604 -1.1600 -0.75



(15)
14
Properties=species:S:1:pos:R:3:mulliken_charge:R:1 method="wB97M-V/def2-TZVPD" gap_ev=8.900 smiles="C=CN.CO" spin_multiplicity=1 homo_ev=-8.184
N 0.3110 0.6740 2.1407 -0.58
H -0.0353 1.5277 2.5527 0.27
H -0.2622 0.4474 1.3348 0.25
H -1.0204 0.6945 -3.5456 0.31
H -0.7833 -0.9248 4.8998 0.24
H 0.3765 0.5956 4.7434 0.27
H 0.8132 -1.1614 -3.7903 0.21
C -0.1144 -0.2828 4.3456 -0.77
O -0.1573 0.6420 -3.9211 -0.49
H 0.4322 -0.7249 -5.4459 0.22
H 0.2528 -1.3585 2.4820 0.33
C 0.0728 -0.4253 3.0144 -0.01
C 0.0644 -0.6668 -4.4157 -0.49
H -0.8790 -1.2157 -4.5245 0.24



(16)
14
Properties=species:S:1:pos:R:3:mulliken_spin:R:1 method="wB97M-V/def2-TZVPD" gap_ev="11.210 / 6.283" spin_multiplicity=2 s2=0.755 charge=+1 homo_ev="-14.866 / -14.837"
H -0.7435 2.7793 -1.1378 0.00
N 0.8479 -0.8481 1.8362 0.90
C 0.0552 -0.5383 -0.3521 0.04
H 1.6891 0.5883 0.6282 0.01
C -0.8635 -1.4945 -0.3619 0.00
H -0.0441 0.9941 1.0977 0.05
O -0.5672 2.1623 -1.8542 0.00
H 1.6971 -0.7567 2.3909 -0.03
C 0.6818 0.2225 0.8252 0.03
H 0.5104 -0.2179 -1.2876 0.02
H -1.1166 -2.0589 -1.2574 0.00
H 0.1665 -1.5970 1.9100 -0.02
H -1.5001 -1.7485 0.4834 0.00
H -1.2322 1.4667 -1.8001 0.00



Asked for relative energy (zero: lowest compared OMol25 entry of this formula, charge and spin) across the records above, the calculation gives 3.900; 5.801; 0.298; 0.121; 0.521; 2.384; 1.653; 1.779; 2.026; 2.108; 2.958; 2.458; 9.778; 7.285; 2.743; 1.957 eV in order.